Entry 1:
A structure of composition C27H33N2Os, computed with wB97M-V/def2-TZVPD.

Geometry as XYZ:
```
63
Properties=species:S:1:pos:R:3:lowdin_charge:R:1
C -0.24 1.17 -1.99 -0.338
C -0.96 -0.08 -2.06 -0.337
C -0.08 -1.05 -2.65 -0.324
C 1.17 -0.43 -2.90 -0.333
C 1.09 0.94 -2.49 -0.364
Os 0.74 -0.28 -0.80 1.647
C 1.63 -0.69 2.28 -0.532
C 1.11 0.57 1.59 -0.068
H 0.28 1.05 2.11 0.083
C 1.69 1.17 0.47 -0.207
H 2.78 1.18 0.37 0.088
H 1.25 2.12 0.15 0.072
C 2.03 -0.55 3.75 -0.017
H 1.19 -0.22 4.38 0.094
H 2.35 -1.53 4.13 0.096
H 2.87 0.16 3.87 0.096
C 2.90 -1.11 1.50 -0.038
H 2.63 -1.18 0.43 0.040
H 3.69 -0.36 1.64 0.098
H 3.24 -2.09 1.85 0.111
C -2.40 -0.33 -1.77 0.004
H -2.93 0.60 -1.53 0.058
H -2.90 -0.81 -2.62 0.107
H -2.50 -1.01 -0.91 0.079
C -0.51 -2.39 -3.17 -0.007
H -1.10 -2.93 -2.42 0.079
H -1.16 -2.29 -4.06 0.111
H 0.36 -2.99 -3.44 0.089
C 2.33 -1.07 -3.61 -0.005
H 2.41 -2.12 -3.30 0.087
H 2.20 -1.05 -4.70 0.108
H 3.26 -0.56 -3.36 0.085
C 2.17 1.95 -2.71 -0.014
H 3.11 1.57 -2.30 0.087
H 2.33 2.15 -3.78 0.106
H 1.92 2.89 -2.21 0.079
C -0.84 2.46 -1.53 -0.004
H -0.11 3.28 -1.62 0.086
H -1.74 2.71 -2.12 0.106
H -1.15 2.37 -0.48 0.066
C -0.10 -1.70 0.67 -0.259
C 0.61 -1.70 2.05 -0.186
C 0.01 -3.03 0.11 -0.116
C 0.28 -2.77 2.87 -0.037
H -1.02 -1.16 0.40 0.066
C -0.14 -4.16 0.93 -0.085
H 0.09 -3.15 -0.97 0.065
C -0.10 -4.01 2.32 -0.064
H 0.23 -2.62 3.96 0.122
H -0.33 -5.14 0.47 0.114
H -0.28 -4.87 2.97 0.112
N -5.17 2.11 -0.86 0.180
C -4.39 2.30 0.00 -0.173
C -3.42 2.51 1.04 -0.214
C -3.21 3.77 1.62 0.004
C -2.20 3.90 2.57 -0.025
C -1.43 2.78 2.90 -0.117
N -1.68 1.58 2.37 0.045
C -2.65 1.42 1.48 -0.093
H -3.83 4.61 1.32 0.133
H -1.97 4.85 3.05 0.114
H -0.59 2.84 3.59 0.120
H -2.82 0.41 1.10 0.120
```

Computed properties:
- Orbital gap (spin up / spin down): 6.57 / 5.71 eV
- Lowest unoccupied orbital energy (spin up / spin down): -2.9 / -5.3 eV
- Multiplicity: 5
- Energy relative to the best compared isomer or geometry (same formula, charge and spin): 0.0 kJ/mol
- Charge: +1

---

Entry 2:
A structure of composition C27H33N2Re, computed with wB97M-V/def2-TZVPD.

Geometry as XYZ:
```
63
Properties=species:S:1:pos:R:3:lowdin_charge:R:1
C 1.55 0.91 -1.93 -0.336
C 0.46 -0.02 -2.12 -0.326
C 0.84 -1.29 -1.54 -0.331
C 2.18 -1.14 -0.99 -0.345
C 2.60 0.23 -1.22 -0.341
Re 0.89 0.20 -0.04 1.509
C -0.20 -1.52 3.22 -0.215
C 0.08 -0.33 2.49 -0.201
H -0.53 0.61 2.51 0.100
C 1.46 -0.16 1.97 -0.303
H 2.04 -1.08 2.10 0.058
H 1.98 0.71 2.39 0.044
C -1.65 -1.54 3.75 -0.113
H -2.34 -0.69 3.56 0.083
H -2.29 -2.41 3.53 0.075
H -1.52 -1.55 4.82 0.064
C 0.02 -2.76 2.27 -0.085
H 0.23 -2.66 1.17 0.054
H 0.91 -3.24 2.67 0.067
H -0.77 -3.55 2.27 0.077
C -0.81 0.28 -2.82 -0.022
H -1.21 1.25 -2.50 0.073
H -0.66 0.33 -3.91 0.112
H -1.57 -0.47 -2.60 0.048
C 0.05 -2.54 -1.65 -0.009
H -1.02 -2.32 -1.49 0.064
H 0.15 -2.99 -2.65 0.110
H 0.37 -3.28 -0.91 0.073
C 3.01 -2.21 -0.37 -0.016
H 2.42 -3.10 -0.16 0.081
H 3.85 -2.49 -1.03 0.103
H 3.46 -1.86 0.57 0.077
C 3.92 0.82 -0.86 -0.010
H 4.35 0.33 0.03 0.089
H 4.65 0.71 -1.68 0.103
H 3.83 1.89 -0.64 0.078
C 1.61 2.30 -2.46 -0.012
H 2.09 2.98 -1.75 0.078
H 2.20 2.34 -3.39 0.107
H 0.61 2.68 -2.68 0.080
C -3.15 -0.58 -0.77 0.029
C -2.98 -1.52 0.35 -0.072
C -4.13 -0.91 -1.66 -0.111
C -3.27 -2.89 0.20 -0.136
H -2.47 -1.73 1.36 0.088
C -4.58 -2.31 -1.74 -0.044
H -4.58 -0.16 -2.35 0.109
C -4.08 -3.24 -0.83 -0.109
H -2.84 -3.51 0.93 0.082
H -5.29 -2.67 -2.50 0.110
H -4.30 -4.31 -0.86 0.118
N 0.27 7.65 1.06 0.201
C 0.26 6.49 0.99 -0.138
C 0.30 5.04 0.91 -0.182
C 1.36 4.35 1.48 0.023
C 1.43 2.98 1.32 -0.088
N 0.49 2.28 0.66 -0.065
C -0.58 2.94 0.14 -0.083
C -0.68 4.32 0.23 0.022
H 2.16 4.85 2.03 0.138
H 2.29 2.43 1.73 0.111
H -1.34 2.33 -0.37 0.118
H -1.52 4.81 -0.25 0.136
```

Computed properties:
- Orbital gap (spin up / spin down): 6.66 / 6.08 eV
- Lowest unoccupied orbital energy (spin up / spin down): -4.0 / -4.5 eV
- Multiplicity: 4
- Energy relative to the best compared isomer or geometry (same formula, charge and spin): 591.4 kJ/mol
- Charge: +1

---

Entry 3:
A cluster of 4 separate species, C27H33N4O7PS in total, computed with wB97M-V/def2-TZVPD.

Geometry as XYZ:
```
73
Properties=species:S:1:pos:R:3:lowdin_charge:R:1
C 0.18 -4.51 1.21 -0.099
C -1.02 -3.51 1.15 -0.200
C -0.64 -1.99 1.11 -0.108
C -0.24 -1.45 -0.30 -0.332
C -1.44 -1.70 -1.24 -0.126
C -1.30 -2.32 -2.52 -0.021
C -2.44 -2.54 -3.32 -0.150
N -3.73 -2.23 -3.09 0.084
C -3.80 -1.66 -1.87 -0.133
C -2.80 -1.39 -0.93 -0.017
O 0.86 -2.28 -0.80 -0.184
S 2.23 -1.80 -0.03 0.671
O 2.51 -2.40 1.24 -0.230
O 3.42 -1.82 -0.82 -0.219
O 1.75 -0.24 0.18 -0.178
C 0.42 -0.01 -0.37 -0.359
C -0.13 1.12 0.55 -0.149
C -1.68 1.33 0.42 -0.068
P 0.85 0.67 -2.08 0.586
O 1.51 1.98 -1.97 -0.237
O -0.53 0.86 -2.96 -0.120
O 1.88 -0.32 -2.90 -0.129
H 0.83 -4.50 0.32 0.067
H -0.26 -5.53 1.24 0.081
H 0.73 -4.38 2.16 0.055
H -1.60 -3.65 2.10 0.110
H -1.70 -3.84 0.33 0.110
H -1.51 -1.40 1.45 0.112
H 0.17 -1.82 1.85 0.111
H -0.31 -2.63 -2.88 0.113
H -2.26 -3.06 -4.28 0.115
H -4.83 -1.36 -1.58 0.117
H -3.06 -0.94 0.04 0.101
H 0.34 2.09 0.27 0.119
H 0.15 0.96 1.62 0.136
H -2.19 0.64 1.13 0.064
H -1.96 1.13 -0.64 0.073
H -2.01 2.37 0.65 0.073
H -0.47 0.23 -3.70 0.077
H 1.41 -1.11 -3.23 0.080
C 0.86 -5.02 6.39 -0.079
C -0.47 -4.90 6.75 -0.074
C -1.26 -3.99 6.06 -0.155
N -0.80 -3.22 5.07 0.056
C 0.48 -3.35 4.74 -0.163
C 1.35 -4.23 5.37 -0.066
H 1.51 -5.73 6.90 0.106
H -0.89 -5.51 7.54 0.101
H -2.31 -3.87 6.30 0.102
H 0.82 -2.70 3.94 0.092
H 2.39 -4.29 5.06 0.107
C 5.00 1.77 -4.83 -0.076
C 3.67 1.87 -4.46 -0.068
C 2.87 2.79 -5.12 -0.147
N 3.31 3.59 -6.10 0.049
C 4.59 3.48 -6.44 -0.167
C 5.48 2.59 -5.84 -0.083
H 5.66 1.06 -4.34 0.106
H 3.26 1.25 -3.68 0.063
H 1.82 2.90 -4.87 0.101
H 4.92 4.14 -7.23 0.098
H 6.51 2.54 -6.16 0.097
C -2.63 7.57 1.08 -0.082
C -3.61 6.60 1.23 -0.077
C -3.25 5.40 1.83 -0.164
N -2.02 5.12 2.28 0.048
C -1.10 6.08 2.12 -0.155
C -1.35 7.31 1.53 -0.073
H -2.87 8.52 0.62 0.106
H -4.62 6.76 0.89 0.101
H -3.98 4.61 1.97 0.100
H -0.11 5.83 2.49 0.103
H -0.56 8.04 1.44 0.102
```

Computed properties:
- Orbital gap: 8.99 eV
- Lowest unoccupied orbital energy: -0.2 eV
- Multiplicity: 1
- SMILES string: CCC[C@]1(c2ccncc2)OS(=O)(=O)O[C@@]1(CC)P(=O)(O)O.c1ccncc1.c1ccncc1.c1ccncc1
- Charge: 0

---

Entry 4:
A structure of composition C27H34Cl4CrN2OPS, computed with wB97M-V/def2-TZVPD.

Geometry as XYZ:
```
71
Properties=species:S:1:pos:R:3:lowdin_charge:R:1
Cr -0.11 0.04 0.14 0.406
Cl -1.58 0.58 -1.51 0.841
C -2.97 -0.44 -1.37 -0.606
C -4.09 -0.17 -2.14 -0.101
C -5.21 -0.99 -2.01 -0.082
C -5.21 -2.04 -1.10 -0.105
C -4.09 -2.29 -0.34 -0.694
Cl -4.10 -3.56 0.82 0.686
C -2.92 -1.52 -0.47 -0.711
S -1.47 -1.89 0.41 0.644
H -4.09 0.66 -2.82 0.109
H -6.08 -0.80 -2.62 0.105
H -6.08 -2.66 -0.99 0.106
Cl 3.30 3.38 -1.14 0.718
C 3.44 2.10 0.01 -0.589
C 4.57 1.97 0.80 -0.113
C 4.67 0.95 1.73 -0.611
Cl 6.11 0.82 2.68 0.696
C 3.63 0.03 1.94 -0.171
C 3.60 -1.02 2.88 0.010
C 2.49 -1.83 2.94 -0.024
C 1.39 -1.58 2.11 -0.103
N 1.36 -0.58 1.23 -0.033
C 2.47 0.20 1.13 -0.150
C 2.36 1.21 0.14 -0.392
O 1.27 1.25 -0.55 -0.191
H 5.38 2.68 0.68 0.107
H 4.45 -1.18 3.53 0.098
H 2.44 -2.65 3.64 0.113
H 0.50 -2.18 2.17 0.082
C -3.97 2.49 3.78 -0.079
C -3.29 1.90 2.55 -0.583
C -3.55 0.40 2.47 -0.096
C -3.90 2.49 1.28 -0.091
P -1.37 2.15 2.47 0.928
N -0.83 1.14 1.43 -0.322
C -0.97 3.98 1.96 -0.586
C -1.18 4.09 0.45 -0.091
C -1.78 5.04 2.70 -0.078
C 0.52 4.23 2.18 -0.090
C -0.57 1.76 4.18 -0.584
C 0.92 1.53 3.95 -0.087
C -0.78 2.81 5.27 -0.076
C -1.12 0.41 4.64 -0.092
H -5.05 2.37 3.67 0.088
H -3.76 3.55 3.90 0.063
H -3.67 1.97 4.69 0.063
H -4.61 0.22 2.32 0.093
H -3.24 -0.14 3.36 0.062
H -3.01 -0.02 1.62 0.022
H -4.93 2.14 1.18 0.089
H -3.35 2.14 0.41 0.059
H -3.92 3.58 1.29 0.063
H -2.22 4.03 0.16 0.057
H -0.62 3.30 -0.05 0.060
H -0.80 5.05 0.10 0.089
H -2.84 5.01 2.44 0.062
H -1.41 6.03 2.43 0.088
H -1.69 4.95 3.78 0.063
H 1.10 3.42 1.73 0.070
H 0.78 4.32 3.23 0.063
H 0.81 5.16 1.70 0.090
H 1.47 2.43 3.69 0.063
H 1.05 0.81 3.15 0.043
H 1.38 1.12 4.85 0.093
H -0.25 3.73 5.03 0.064
H -0.38 2.43 6.21 0.088
H -1.83 3.04 5.42 0.063
H -1.06 -0.30 3.82 0.072
H -2.15 0.48 5.00 0.064
H -0.52 0.03 5.47 0.087
```

Computed properties:
- Orbital gap (spin up / spin down): 6.63 / 6.73 eV
- Lowest unoccupied orbital energy (spin up / spin down): -0.8 / -0.8 eV
- Multiplicity: 4
- Charge: 0

---

Entry 5:
A cluster of 8 separate species, C27H34F7N4O21 in total, computed with wB97M-V/def2-TZVPD.

Geometry as XYZ:
```
93
Properties=species:S:1:pos:R:3:lowdin_charge:R:1
C 2.59 2.52 0.99 -0.058
C 1.39 2.85 -0.12 -0.289
N 1.37 2.07 -1.24 0.098
C 0.40 4.11 0.24 -0.104
N -0.97 4.06 -0.40 0.118
C -2.11 3.63 0.25 -0.102
N -2.34 3.30 1.73 -0.017
C -2.73 1.82 1.64 -0.128
C -3.77 1.96 0.34 -0.151
N -3.48 3.29 -0.36 0.005
H 2.22 1.77 1.82 0.100
H 2.94 3.56 1.44 0.102
H 3.50 2.02 0.42 0.095
H 0.59 2.44 -1.82 0.025
H 0.22 4.08 1.42 0.151
H 0.89 5.18 0.04 0.165
H -1.06 4.44 -1.38 0.191
H -3.19 3.87 2.00 0.134
H -3.17 1.31 2.60 0.142
H -1.69 1.33 1.33 0.139
H -4.89 1.78 0.67 0.155
H -3.27 1.20 -0.41 0.120
H -4.24 3.89 0.08 0.136
C -2.32 -0.78 -3.29 -0.088
C -3.36 -0.41 -4.29 -0.328
O -4.55 -0.92 -3.72 0.160
C -4.35 -0.88 -2.37 -0.499
O -5.24 -0.98 -1.54 0.135
O -3.03 -0.71 -2.06 0.051
F -3.15 -1.04 -5.46 0.087
H -1.93 -1.79 -3.43 0.107
H -1.48 -0.08 -3.29 0.147
H -3.47 0.67 -4.45 0.146
C 6.12 -1.12 1.81 -0.063
C 4.80 -0.90 1.16 -0.326
O 4.17 0.04 2.00 0.100
C 5.19 0.76 2.55 -0.509
O 5.04 1.83 3.11 0.139
O 6.40 0.14 2.39 0.085
F 4.06 -2.03 1.17 0.086
H 6.08 -1.88 2.60 0.158
H 6.90 -1.40 1.10 0.124
H 4.86 -0.50 0.15 0.177
C -2.76 -2.61 3.24 -0.071
C -1.84 -1.78 4.07 -0.329
O -2.72 -1.05 4.90 0.128
C -3.81 -1.84 5.05 -0.494
O -4.66 -1.69 5.92 0.147
O -3.84 -2.85 4.13 0.086
F -1.16 -0.90 3.30 0.068
H -3.13 -2.07 2.36 0.147
H -2.30 -3.54 2.92 0.150
H -1.15 -2.36 4.69 0.183
C 9.21 -1.32 -1.55 -0.074
C 10.29 -2.31 -1.82 -0.329
O 10.31 -3.11 -0.66 0.152
C 9.03 -3.08 -0.19 -0.500
O 8.58 -3.86 0.63 0.150
O 8.30 -2.07 -0.76 0.044
F 11.49 -1.70 -1.93 0.087
H 9.56 -0.46 -0.97 0.152
H 8.73 -0.97 -2.46 0.146
H 10.12 -2.94 -2.70 0.180
C -4.64 1.30 7.97 -0.082
C -3.57 0.54 8.68 -0.334
O -3.41 1.23 9.89 0.142
C -4.64 1.77 10.15 -0.500
O -4.98 2.20 11.24 0.150
O -5.44 1.75 9.04 0.076
F -2.40 0.61 8.00 0.074
H -4.25 2.16 7.42 0.146
H -5.22 0.67 7.29 0.133
H -3.82 -0.51 8.88 0.179
C -1.37 2.34 -7.66 -0.074
C -2.42 2.71 -8.65 -0.327
O -3.61 2.20 -8.09 0.156
C -3.40 2.24 -6.74 -0.496
O -4.29 2.14 -5.91 0.139
O -2.08 2.41 -6.43 0.062
F -2.20 2.08 -9.83 0.089
H -0.99 1.33 -7.80 0.151
H -0.53 3.04 -7.66 0.146
H -2.52 3.79 -8.82 0.180
C 0.52 -5.41 -3.45 -0.069
C -0.81 -5.19 -4.10 -0.324
O -1.43 -4.25 -3.26 0.144
C -0.42 -3.53 -2.71 -0.486
O -0.56 -2.45 -2.15 0.126
O 0.79 -4.15 -2.87 0.084
F -1.54 -6.32 -4.09 0.091
H 0.48 -6.17 -2.66 0.153
H 1.29 -5.69 -4.16 0.149
H -0.74 -4.79 -5.12 0.181
```

Computed properties:
- Orbital gap: 7.43 eV
- Lowest unoccupied orbital energy: -4.9 eV
- Multiplicity: 1
- Energy relative to the best compared isomer or geometry (same formula, charge and spin): 518.9 kJ/mol
- Charge: +1

---

Entry 6:
A structure of composition C27H34NOSiY, computed with wB97M-V/def2-TZVPD.

Geometry as XYZ:
```
65
Properties=species:S:1:pos:R:3:lowdin_charge:R:1
C -2.43 0.70 0.94 -0.211
C -1.40 1.69 0.92 -0.194
C -1.04 1.92 -0.43 -0.186
H -1.03 2.24 1.79 0.111
C -1.84 1.07 -1.26 -0.194
C -2.70 0.32 -0.41 -0.210
H -1.83 1.04 -2.35 0.082
C 0.81 -1.72 2.22 -0.191
C 0.52 -0.38 2.62 -0.183
C 1.35 0.50 1.85 -0.143
H -0.16 -0.08 3.41 0.114
C 2.14 -0.30 0.96 -0.305
C 1.80 -1.68 1.20 -0.124
H -0.35 2.69 -0.79 0.094
H -3.40 -0.46 -0.73 0.106
H -2.88 0.26 1.83 0.109
H 2.26 -2.53 0.70 0.109
H 1.43 1.58 1.96 0.110
H 0.28 -2.60 2.55 0.091
Y -0.38 -0.53 0.21 1.369
C 3.12 0.19 -0.08 -0.495
C 4.30 -0.79 -0.15 -0.034
C 3.61 1.61 0.24 -0.029
H 4.75 -0.88 0.85 0.100
H 5.05 -0.42 -0.86 0.074
H 3.97 -1.78 -0.48 0.083
H 4.06 1.63 1.24 0.098
H 2.79 2.34 0.20 0.081
H 4.36 1.90 -0.50 0.087
C 2.34 0.23 -1.44 -0.068
C 3.19 0.58 -2.67 -0.451
H 1.54 0.99 -1.37 0.097
H 1.88 -0.76 -1.66 0.135
O 4.42 0.51 -2.71 0.043
N 2.52 1.02 -3.77 0.054
C 1.09 1.30 -3.94 -0.138
H 3.11 1.16 -4.59 0.153
C 0.70 2.70 -3.51 -0.226
C -0.62 3.12 -3.70 -0.073
H -1.32 2.43 -4.20 0.116
C -1.04 4.38 -3.27 -0.077
H -2.08 4.67 -3.40 0.109
C -0.12 5.25 -2.68 -0.088
H -0.44 6.24 -2.35 0.104
C 1.21 4.85 -2.51 -0.075
H 1.95 5.52 -2.06 0.105
C 1.62 3.58 -2.94 -0.040
H 2.67 3.28 -2.84 0.113
H 0.49 0.55 -3.38 0.112
H 0.85 1.17 -5.01 0.135
C -2.95 -5.61 2.37 -0.200
Si -3.31 -3.90 3.02 0.393
C -5.10 -3.39 2.83 -0.196
C -2.75 -3.71 4.81 -0.191
C -2.38 -2.87 1.84 -0.234
C -1.81 -2.17 0.99 -0.195
H -3.51 -6.41 2.87 0.027
H -1.87 -5.81 2.46 0.032
H -3.18 -5.62 1.30 0.031
H -5.80 -4.05 3.36 0.028
H -5.25 -2.37 3.19 0.030
H -5.35 -3.40 1.76 0.030
H -1.68 -3.94 4.91 0.027
H -2.90 -2.69 5.17 0.027
H -3.30 -4.39 5.48 0.031
```

Computed properties:
- Orbital gap: 7.86 eV
- Lowest unoccupied orbital energy: -0.3 eV
- Multiplicity: 1
- Charge: 0